Entry 1:
80
Properties=species:S:1:pos:R:3 method="wB97M-V/def2-TZVPD" homo_energy_ev="-6.589 / -6.589" e_lumo_ev="0.446 / 0.447" orbital_gap_ev="7.04 / 7.04" e_tot_ev=-70778.53265 total_charge=0
H -6.207 -0.562 1.231
H 4.340 -3.607 3.931
H 3.564 -0.178 0.116
H -0.721 3.465 1.173
H 3.598 -2.647 -0.221
C 2.968 1.424 2.306
C -3.838 -0.751 -2.428
C 1.043 -1.914 0.068
H -2.120 0.358 -3.217
H -4.384 -2.763 -3.097
C -2.110 -3.629 -1.560
H 1.428 -1.967 -0.966
H -5.309 -1.434 -3.832
H -3.562 -3.085 1.576
H -2.524 -0.493 1.903
H -0.053 4.827 2.095
H -1.108 -3.176 -1.472
C -4.212 -0.350 0.456
H 2.163 1.649 -3.676
H -4.130 -3.315 -0.826
C 2.616 1.515 -2.681
C 0.188 3.853 1.648
H 2.417 2.197 2.858
H 0.001 -2.267 0.194
H 2.905 4.386 2.096
C -4.860 -1.792 -2.895
C 1.586 -2.195 2.497
H 3.112 4.799 -1.575
H 2.352 0.510 2.295
H 0.473 3.169 2.460
H 3.796 3.915 -2.940
H -3.762 0.709 2.289
C 3.700 -3.188 3.154
H 3.267 5.075 0.494
H -4.110 -1.008 2.551
H -3.206 -0.320 -4.447
H -2.442 -3.545 -2.603
C -2.786 -3.405 0.867
C -2.738 -0.511 -3.472
H -4.258 0.688 0.075
C 1.321 4.045 0.631
C -3.608 -0.299 1.876
H 2.204 0.573 -2.279
H 4.027 2.750 0.962
H -2.081 -1.386 -3.576
H 0.600 -1.783 2.748
C 4.155 0.750 0.189
H 3.696 1.377 -2.825
H -0.202 0.373 1.507
Cl -1.716 2.169 -0.972
Ce -0.002 0.306 -0.307
C 3.452 3.810 -1.903
H -0.026 -0.186 -2.051
H 4.501 1.028 -0.814
C 4.129 -3.153 1.819
C 3.373 1.865 0.890
H 3.880 1.194 2.877
H -2.729 -4.504 0.913
C 2.328 2.773 -1.834
P -3.097 -1.150 -0.779
H -5.672 -1.934 -2.169
C 2.432 -2.682 3.487
H 5.118 -3.524 1.552
H -4.360 0.208 -2.244
P 1.872 2.421 -0.070
H -1.811 -3.006 1.196
C -5.611 -0.966 0.402
C 3.288 -2.672 0.827
H 1.402 3.235 -2.225
H 2.098 -2.685 4.528
H 2.072 5.847 1.543
H 4.321 3.517 -1.295
C 1.974 -2.250 1.138
H -6.129 -0.709 -0.531
H -5.578 -2.063 0.508
C 2.467 4.875 1.217
C -3.105 -2.993 -0.575
H -2.016 -4.700 -1.329
H 5.045 0.513 0.790
H 0.910 4.580 -0.246

---

Entry 2:
82
Properties=species:S:1:pos:R:3 method="wB97M-V/def2-TZVPD" homo_energy_ev=-9.769 e_lumo_ev=0.650 orbital_gap_ev=10.42 e_tot_ev=-59429.91100 smiles="CCCCCCCCCCCCCCCCCCOC(=O)NCOCCC.ClCCCl" total_charge=0
N -2.177 7.543 3.243
H 1.139 6.484 5.065
C -0.981 7.756 2.416
H 0.304 -5.469 -1.368
C 0.472 -3.345 -1.006
C 5.425 5.836 1.593
H 4.731 6.670 1.525
H -2.060 -8.422 -7.813
C 1.076 6.670 2.967
C 0.138 -2.882 0.414
H 0.308 -6.783 -3.176
C -0.441 -7.234 -5.150
H 0.594 -7.549 -5.299
H -4.017 -7.166 -5.868
O 0.187 7.762 3.170
H -0.561 -6.303 -5.713
H -0.088 -0.808 -0.092
H -0.912 4.115 5.378
H 1.544 -3.556 -1.069
C -0.662 -6.933 -3.658
C 0.051 -0.931 2.049
H 0.824 1.013 1.557
H 0.288 -2.516 -1.699
H -0.913 7.004 1.617
H 3.406 7.758 3.527
H 1.769 0.137 2.751
H -5.099 -6.684 -7.874
H 2.755 8.200 5.101
H 0.503 0.866 4.526
H 0.660 3.115 4.247
C 0.081 2.680 3.427
H 0.716 -3.470 1.134
Cl 4.826 4.746 2.870
C 0.747 0.374 2.442
O -3.543 5.694 3.383
H -1.111 8.739 1.958
H 0.638 2.928 2.520
C 6.827 6.316 1.871
H -4.060 -7.757 -8.786
C -1.397 -8.294 -5.740
H 7.496 5.483 2.068
H -3.988 -8.885 -6.194
H -2.016 -6.792 -7.173
H -2.331 -5.931 -2.673
H -2.997 7.902 2.766
H -2.083 2.616 3.289
C -1.618 4.271 4.564
C 0.046 1.145 3.574
Cl 6.893 7.406 3.280
H -0.923 -3.066 0.616
H 0.119 -4.359 -3.574
H -1.194 -4.722 -0.844
H -1.367 -3.570 -3.059
H 1.513 -1.226 0.487
O -1.463 5.664 4.241
C -1.298 3.370 3.370
H 7.194 6.878 1.013
C -2.271 -7.827 -6.920
H -1.112 -7.807 -3.182
C -4.650 -7.678 -7.869
H -5.455 -8.410 -7.938
H -2.076 -5.446 -4.332
H 3.864 6.838 4.949
H -0.806 -9.151 -6.069
H 0.515 5.778 2.671
C -1.552 -5.699 -3.405
C -0.315 -4.574 -1.481
H 2.199 5.371 4.210
H -2.625 4.102 4.942
H -1.034 -0.789 2.091
C 0.445 -1.409 0.653
H 5.407 5.276 0.660
H 1.767 6.912 2.146
C 3.033 7.355 4.472
H -0.993 0.810 3.635
H -2.049 -8.666 -4.945
C 1.852 6.406 4.242
C -0.766 -4.476 -2.935
C -2.491 6.238 3.603
C -3.770 -7.908 -6.634
H -1.370 3.981 2.468
H 0.286 -1.716 2.777

---

Entry 3:
89
Properties=species:S:1:pos:R:3 method="wB97M-V/def2-TZVPD" homo_energy_ev=-5.501 e_lumo_ev=2.395 orbital_gap_ev=7.90 e_tot_ev=-60049.91761 total_charge=-1
H -6.995 8.299 2.547
H -2.938 2.068 3.627
C -5.950 7.996 2.403
H 3.405 -8.178 -3.659
H 4.415 -2.711 -1.866
H 2.953 -2.152 -3.574
H -6.243 4.114 1.728
C -6.294 4.707 0.812
C 2.657 -8.217 -4.449
C 4.738 -2.099 -1.034
C -3.156 -1.246 0.851
H 5.954 1.377 0.302
H 3.341 -1.255 0.723
C 5.474 -2.677 -0.104
P 1.757 0.845 1.616
N 0.245 3.981 0.615
O -5.135 4.531 0.019
H 0.435 -7.664 -5.520
C 0.117 0.269 3.963
H 0.559 1.086 0.886
O -4.180 3.487 2.790
H 5.445 -2.304 0.910
O -0.592 -5.437 -4.738
C -1.741 -0.747 1.069
H -3.307 -1.213 -0.218
H 1.192 -4.708 -5.520
H 0.734 -0.368 4.585
H 1.766 1.588 3.905
H 1.570 -0.564 1.776
H -3.863 5.568 1.310
O -1.539 0.100 2.128
H -3.817 2.536 0.985
H 1.870 -8.922 -4.152
C -3.525 3.446 1.524
H -5.380 8.264 3.290
H 4.603 3.269 2.225
H -0.285 -1.474 2.768
O 2.130 2.645 1.253
H 0.556 -5.948 -3.075
C 1.896 -2.244 -3.334
C 5.463 2.742 1.836
H 0.079 -3.635 -1.988
H 5.308 -0.109 -1.121
H 1.322 -1.653 -4.057
C 0.480 -5.523 -5.663
C 1.160 3.263 0.792
H 0.363 2.240 3.137
H -3.138 4.765 -0.081
H 0.020 -5.396 -6.645
H -6.375 6.773 0.237
C -0.827 -0.619 3.152
H 5.109 -0.134 1.870
H -0.451 -3.121 -3.617
H 6.136 -3.497 -0.322
H 1.728 -1.860 -2.321
H -3.910 -0.644 1.342
H -2.441 3.434 1.689
H -0.519 0.824 4.652
H -7.671 6.259 1.363
H -3.203 -2.290 1.130
C -3.887 4.660 0.704
C -4.004 2.274 3.483
H 3.720 -0.375 -1.827
H -7.116 4.314 0.206
O 2.463 0.442 0.050
C -0.218 -5.241 -3.377
H -4.468 1.444 2.935
O -0.874 -1.106 0.316
H -1.117 -5.465 -2.800
H -5.528 8.530 1.542
H 1.699 -7.012 -6.610
H 3.135 -8.567 -5.372
O 3.330 0.829 2.313
H 6.040 2.278 2.627
H 4.362 2.157 0.094
C -6.603 6.157 1.117
C 5.046 1.698 0.800
C 0.191 -3.819 -3.065
C 4.339 0.494 1.416
C 4.372 -0.640 -1.002
O 1.546 -3.611 -3.418
C 0.952 1.336 3.227
H 6.088 3.469 1.324
O 2.134 -6.922 -4.610
H -1.564 -1.009 3.858
O -5.847 6.606 2.228
C 1.177 -6.867 -5.652
C 3.612 -0.282 0.291
H -4.486 2.364 4.456

---

Entry 4:
106
Properties=species:S:1:pos:R:3 method="wB97M-V/def2-TZVPD" homo_energy_ev="-11.483 / -11.483" e_lumo_ev="-3.365 / -3.473" orbital_gap_ev="8.12 / 8.01" e_tot_ev=-292959.62501 multiplicity=7 e_above_lowest_kcal_mol=0.00 total_charge=+1
H -1.534 -1.601 -2.455
C -3.405 -2.334 -3.445
C 3.465 -1.529 0.021
H 2.200 -5.592 4.940
C 1.416 -3.218 2.686
C -5.264 2.809 -1.784
O 2.080 2.498 -4.954
Br -2.633 0.388 -3.371
C -4.936 -0.197 1.714
H -0.391 2.630 -5.832
H -3.992 -0.220 1.160
F -5.071 2.711 -3.090
H -2.049 0.206 5.571
H -5.236 1.519 0.810
H 0.208 -3.189 -1.439
O 2.767 1.468 2.521
H 1.383 -2.155 2.460
C 1.927 -3.754 3.861
O 1.302 1.470 0.207
O 3.907 2.173 -0.125
C -0.944 0.202 0.503
H -6.367 -0.838 0.187
H -3.893 -2.054 -4.375
F -6.502 3.201 -1.569
H 0.425 -3.491 0.838
O -2.808 3.639 -1.821
O 1.050 -2.351 -3.113
H -0.761 0.877 -5.851
H 1.752 1.068 4.278
H 1.982 -3.328 -1.488
H 1.405 -6.992 3.052
H 1.074 -5.513 -2.043
H -4.100 -2.115 -2.640
C 0.986 -4.703 -2.765
C 4.305 -1.280 -1.214
H 1.704 0.461 -5.172
C 2.743 1.397 3.953
H 4.796 0.683 4.054
O 0.892 4.311 -0.275
C 3.921 2.644 -1.486
O 0.349 3.746 1.717
H 0.770 1.259 -3.880
C 0.078 4.457 0.720
H 1.631 3.141 -4.400
C 0.852 -5.382 1.814
Ag -2.402 3.688 2.102
H 3.907 0.509 5.555
O 3.951 -0.758 1.155
H 6.054 2.554 -1.848
F -0.264 -0.501 1.406
O -4.027 3.851 0.302
C -3.387 1.632 4.723
C 1.286 -5.914 3.022
O -3.696 2.273 3.472
C 5.263 3.306 -1.815
C 1.185 1.372 -4.889
O 0.697 -0.056 -1.545
H 4.077 -0.289 -1.619
H 2.390 -3.089 4.579
H 5.445 4.101 -1.095
H 4.141 -2.043 -1.969
H -3.017 2.442 5.359
H 5.270 3.726 -2.822
H 3.488 -2.579 0.311
O -1.127 4.579 0.294
H -1.392 1.091 4.179
H 3.154 3.402 -1.645
C 0.032 1.623 -5.860
C 1.817 -5.127 4.042
H 0.038 -4.777 -3.295
H -6.595 -1.567 1.826
H 1.793 -4.759 -3.496
H 0.483 1.565 -6.859
F -5.058 1.605 -1.238
V -0.753 4.080 -1.764
H 3.104 0.634 2.129
H 0.630 -6.063 1.004
H 3.762 1.810 -2.169
C 1.072 -3.348 -2.101
H 4.420 -1.356 1.744
H 5.360 -1.209 -0.936
S -4.063 4.048 -1.143
H -2.529 -0.219 3.902
V 2.335 3.091 1.116
O -5.460 1.139 1.669
H -5.326 -2.099 0.796
H -4.733 -0.462 2.751
H -1.480 -1.689 -4.200
F -1.755 -0.604 -0.178
H 3.545 -0.567 4.240
H -4.451 1.806 3.061
C -2.282 0.599 4.580
C -5.881 -1.198 1.090
Br -2.960 -4.210 -3.461
C 0.859 -3.998 1.692
C 3.811 0.470 4.469
H 0.787 -1.536 -2.669
C -2.138 -1.523 -3.351
F -1.645 1.156 1.125
O -0.472 2.057 -1.357
H 2.443 -1.213 -0.180
O -4.542 5.313 -1.588
S 0.246 0.989 -0.679
H 4.530 1.449 0.005
H -4.267 1.265 5.254
H 2.843 2.412 4.342

---

Entry 5:
80
Properties=species:S:1:pos:R:3 method="wB97M-V/def2-TZVPD" homo_energy_ev=-11.169 e_lumo_ev=-2.714 orbital_gap_ev=8.45 e_tot_ev=-32346.97766 total_charge=+1
H 0.246 -0.963 1.212
H 2.769 2.392 -2.045
H -2.065 -2.348 0.123
C 1.583 -0.489 2.848
H 2.617 -1.962 8.030
C -0.594 -2.077 7.119
H 2.446 -3.517 3.022
C -3.957 3.062 -2.130
O 2.604 -1.485 2.710
H -2.658 2.156 -3.646
H 2.642 0.678 -5.457
H -0.095 -3.251 2.024
H 0.954 -3.578 7.244
C 0.567 -2.749 7.840
C -2.658 3.012 -2.965
H 0.706 2.479 -2.073
C -1.358 3.020 -2.111
C 2.095 0.940 -4.552
H 4.007 1.430 -0.300
H -1.009 4.053 -2.032
N 2.445 -0.374 -2.412
C 1.575 2.375 -4.651
C -1.998 -1.708 -0.759
H -0.559 -1.498 -2.378
C -0.169 2.221 -2.680
H -3.697 1.727 -0.418
C 0.304 -1.101 2.297
H 1.566 2.644 -5.709
H 1.972 -1.411 5.769
C 4.155 0.915 -1.243
C 3.029 0.634 -3.358
C -3.474 -0.316 -2.338
H 4.308 2.312 -2.887
H 2.678 -0.397 -0.331
C 1.593 -1.618 7.898
H -5.315 0.749 -2.811
H 2.215 -2.986 1.348
C 2.001 -2.744 2.397
H -4.142 -1.604 -0.712
H -2.540 0.252 -2.288
C 0.506 -2.576 2.632
H -1.592 2.673 -1.102
C -4.675 0.546 -1.949
H -1.682 -0.722 -0.402
H -0.080 -2.631 -1.111
H -3.844 3.926 -1.464
H 2.250 3.077 -4.161
H -4.779 3.294 -2.812
C 3.531 1.712 -2.417
H -0.555 2.041 -4.803
H -0.319 1.139 -2.561
H 1.525 -0.028 -2.138
H 0.265 -2.752 3.682
H -2.665 3.903 -3.597
C -4.400 1.885 -1.243
H 1.474 -0.247 3.906
H 1.599 0.127 6.575
H 1.353 -0.932 8.713
H -1.303 -3.097 -2.273
C -0.929 -2.258 -1.684
H -3.576 -0.619 -3.383
H 2.337 -1.265 -2.890
H 3.938 0.160 -3.740
H -1.197 -2.776 6.536
H 3.932 -1.310 -1.213
H 1.890 0.415 2.316
H 0.286 -3.135 8.818
H -5.339 2.200 -0.777
O -0.013 -1.115 6.231
C 1.369 -0.939 6.555
H 5.193 0.670 -1.448
H -1.252 -1.556 7.821
H 1.243 0.253 -4.524
H -5.276 -0.052 -1.260
C 3.342 -0.399 -1.193
C 0.124 2.590 -4.148
H -0.591 -0.671 2.743
H -3.436 -2.466 -2.094
H -0.095 3.652 -4.287
C -3.344 -1.588 -1.452